The following is a quantum chemistry calculation of C43H50N9O5SSeSi2Ta as an isolated structure, from the OMol25 dataset.

Output
Total charge ... 0
Energy relative to the best compared isomer or geometry (same formula, charge and spin) ... 31.5 kcal/mol

```
112
Properties=species:S:1:pos:R:3:forces:R:3
Ta -0.0308 -0.6827 -0.3122 1.2 0.6 -0.6
C -4.2070 1.8293 -0.4755 0.1 -0.1 0.0
Si -3.4042 0.1996 0.0639 0.1 0.0 0.1
C -4.5836 -1.2436 -0.1687 0.0 0.1 0.0
C -3.0535 0.4030 1.8937 0.1 0.0 -0.1
N -1.9393 -0.0962 -0.9220 0.4 -0.2 0.1
C -2.1899 -0.1564 -2.3028 0.0 0.2 0.2
C -3.4270 0.0547 -2.9136 0.1 0.0 0.0
C -3.5736 -0.0356 -4.2850 0.1 0.0 -0.1
C -2.4784 -0.3565 -5.0722 -0.1 0.0 0.0
C -1.2513 -0.5908 -4.4803 0.0 0.0 0.1
C -1.0838 -0.4939 -3.0964 0.1 0.0 0.0
N 0.1008 -0.7363 -2.3914 -0.1 -0.2 0.3
Si 1.5312 -1.1497 -3.3827 -0.1 0.0 0.0
C 1.8695 0.2439 -4.6075 -0.1 -0.1 0.1
C 3.1474 -1.3212 -2.4699 -0.1 0.1 0.1
C 1.2239 -2.8147 -4.1878 0.0 0.1 0.0
H -4.2790 2.5062 0.3744 0.0 0.1 0.1
H -5.2172 1.6649 -0.8485 -0.1 0.0 0.0
H -3.6532 2.3335 -1.2666 0.1 0.0 0.0
H -5.0232 -1.5325 0.7840 0.0 0.0 0.1
H -4.0560 -2.1138 -0.5589 0.1 -0.1 0.0
H -5.3927 -1.0132 -0.8582 -0.1 0.0 -0.1
H -3.7115 1.1812 2.2794 -0.1 0.1 0.0
H -2.0291 0.6873 2.1349 -0.1 0.1 0.0
H -3.2691 -0.5198 2.4305 0.0 -0.1 0.0
H -4.2969 0.2782 -2.3255 -0.1 0.1 0.1
H -4.5421 0.1355 -4.7308 -0.1 0.0 0.0
H -2.5773 -0.4420 -6.1443 0.0 0.0 -0.1
H -0.4293 -0.8669 -5.1112 0.2 0.0 -0.1
H 1.4993 1.1867 -4.2019 0.0 0.1 0.0
H 1.4209 0.1240 -5.5867 -0.1 -0.1 -0.2
H 2.9453 0.3370 -4.7500 0.1 0.0 0.0
H 3.6261 -0.3648 -2.2767 0.0 0.1 0.0
H 3.7986 -1.8742 -3.1485 0.1 0.0 -0.1
H 3.0852 -1.8750 -1.5423 0.0 0.0 0.0
H 0.4305 -2.8230 -4.9310 -0.1 0.0 0.0
H 0.9538 -3.5348 -3.4154 0.0 -0.1 0.1
H 2.1380 -3.1711 -4.6601 0.1 0.0 -0.1
O 0.6775 1.3868 -0.9605 -0.3 0.0 -0.1
C 1.7497 1.9744 -1.1377 -0.1 0.0 0.3
C 3.0056 1.5678 -0.6033 0.0 0.0 -0.2
C 4.1537 2.3009 -0.9322 0.0 -0.1 0.1
C 5.3653 1.9033 -0.4389 -0.1 0.0 0.0
C 5.4749 0.7891 0.4139 0.0 0.0 0.1
C 4.3677 0.0696 0.7477 -0.1 0.0 -0.1
C 3.0804 0.4042 0.2215 0.1 0.2 0.3
O 2.0637 -0.2967 0.5239 -0.5 -0.3 -0.6
N 6.5626 2.6509 -0.7891 -0.2 -0.2 0.1
O 6.4419 3.5844 -1.5536 0.1 0.3 -0.2
O 7.6103 2.2900 -0.2939 0.3 0.0 0.1
H 1.7317 2.8999 -1.7344 0.0 -0.1 0.0
H 4.0894 3.1716 -1.5714 0.0 0.0 0.0
H 6.4518 0.5251 0.7979 -0.1 0.0 0.0
H 4.4347 -0.7776 1.4139 0.0 -0.1 0.0
C 1.5847 -2.9072 2.7286 0.0 0.0 0.0
N 0.4449 -2.5707 3.5373 0.0 0.1 0.1
C -0.2813 -3.5690 4.3133 0.2 -0.1 0.3
C -1.3102 -2.7251 5.0892 0.1 -0.1 0.2
N -1.1782 -1.4326 4.4355 0.1 0.0 0.1
C -0.1407 -1.3760 3.5889 -0.2 0.1 0.0
S 0.2939 0.0252 2.7398 0.1 0.1 0.0
H 2.4706 -3.0647 3.3503 0.0 0.0 0.0
H 1.7727 -2.0900 2.0337 0.0 0.0 0.1
H 1.3777 -3.8225 2.1702 0.0 0.0 0.0
H 0.3998 -4.1172 4.9667 0.0 0.1 0.1
H -0.7698 -4.2719 3.6350 0.1 0.0 0.1
H -1.0696 -2.6493 6.1534 0.0 0.0 -0.1
H -2.3219 -3.1202 4.9709 0.2 0.1 0.1
H -1.7787 -0.6401 4.5720 0.0 0.0 0.0
N -2.6999 6.6199 3.3247 -0.2 0.1 0.0
C -1.3840 6.5342 3.0080 0.0 -0.2 0.0
O -0.6042 7.4453 3.1698 0.2 0.2 0.1
C -0.9484 5.2151 2.4366 0.0 0.0 0.0
C 0.2861 4.7004 2.8034 0.0 0.0 -0.1
C 0.6752 3.4818 2.2728 0.0 0.0 0.1
N -0.0600 2.7904 1.4073 0.1 0.0 0.0
C -1.2206 3.3115 1.0319 0.0 0.0 -0.1
C -1.7183 4.5079 1.5250 0.0 -0.1 0.1
H -3.0352 7.4758 3.7358 0.0 -0.1 0.0
H -3.3014 5.8168 3.2966 0.0 0.0 0.0
H 0.9214 5.2444 3.4844 0.0 0.1 0.1
H 1.6155 3.0313 2.5621 0.1 0.0 0.0
H -1.7696 2.7573 0.2810 -0.1 -0.1 0.0
H -2.6696 4.8834 1.1773 -0.1 0.0 0.0
Se -2.9560 -3.6213 2.5183 -0.6 -0.1 -0.9
C -1.9183 -2.5987 1.5236 0.0 0.0 0.0
N -1.2269 -1.8764 0.9154 -0.3 -0.2 0.2
N 0.8619 -2.3864 -0.5814 -0.1 0.3 0.1
C 0.9457 -3.6422 -0.6108 -0.2 -0.3 -0.3
C -0.2913 -4.4583 -0.7135 0.0 -0.1 0.0
C -0.4248 -5.6722 -0.0471 0.0 0.0 0.0
C -1.5956 -6.4016 -0.1636 0.0 0.0 0.0
C -2.6291 -5.9311 -0.9595 0.0 0.0 0.0
C -2.4994 -4.7226 -1.6296 0.0 0.0 0.0
C -1.3372 -3.9830 -1.4998 -0.1 0.0 0.0
C 2.2659 -4.3312 -0.6288 0.0 0.0 0.0
C 2.4378 -5.5465 -1.2850 0.0 0.0 0.0
C 3.6879 -6.1440 -1.3289 0.0 0.0 0.0
C 4.7705 -5.5405 -0.7066 0.0 0.0 0.0
C 4.6053 -4.3284 -0.0495 0.0 0.0 0.0
C 3.3613 -3.7253 -0.0181 0.0 0.0 0.0
H 0.3868 -6.0416 0.5656 0.0 0.0 0.0
H -1.7029 -7.3362 0.3671 0.0 -0.1 0.0
H -3.5435 -6.5000 -1.0472 0.0 0.0 0.0
H -3.3047 -4.3532 -2.2473 -0.1 0.0 -0.1
H -1.2291 -3.0326 -2.0090 0.0 0.0 0.0
H 1.5978 -6.0161 -1.7787 0.0 0.0 0.0
H 3.8161 -7.0810 -1.8519 0.0 0.0 0.0
H 5.7431 -6.0100 -0.7396 0.1 0.0 0.0
H 5.4499 -3.8477 0.4247 0.0 0.0 0.0
H 3.2180 -2.7687 0.4643 0.0 0.1 0.1
```
Forces are in eV/Å.

The following is a quantum chemistry calculation of a 7-piece molecular cluster, C43H51F3NO overall, from the OMol25 dataset.

Output
Total charge ... +1

```
99
Properties=species:S:1:pos:R:3:forces:R:3
C -4.7460 -7.2964 -5.6242 0.0 -0.1 0.0
C -4.6425 -6.4874 -4.3334 0.1 0.1 0.0
C -5.9596 -6.5166 -3.5594 -0.1 0.0 0.0
C -3.4712 -7.0058 -3.4834 -0.1 -0.1 0.0
N -2.5657 -5.9113 -2.9754 0.0 -0.2 0.1
C -3.2282 -4.8958 -2.1047 -0.1 0.0 0.0
C -2.2237 -3.8071 -1.7899 0.1 0.0 -0.1
O -1.1545 -4.4753 -1.1743 0.1 -0.1 0.0
C -2.8588 -2.7170 -0.9011 -0.1 -0.1 -0.1
F -3.9160 -3.1817 -0.2214 0.0 0.0 0.1
F -3.2822 -1.7105 -1.6690 -0.1 0.1 -0.1
F -1.9724 -2.2479 -0.0319 0.1 0.1 0.0
H -5.0621 -8.3199 -5.4111 0.0 0.0 0.0
H -3.7940 -7.3415 -6.1570 0.0 0.0 0.0
H -5.4872 -6.8533 -6.2886 0.0 0.0 0.0
H -4.4264 -5.4452 -4.6047 0.0 0.0 -0.1
H -6.8011 -6.3584 -4.2327 0.0 0.1 0.0
H -6.0141 -5.7491 -2.7845 0.0 -0.1 0.0
H -6.1043 -7.4886 -3.0835 0.0 0.0 0.0
H -3.8120 -7.5348 -2.5926 0.0 0.0 0.0
H -2.8281 -7.6749 -4.0546 0.0 0.0 0.1
H -1.8251 -6.3417 -2.4130 0.1 0.1 -0.1
H -2.0865 -5.4643 -3.7609 -0.1 0.0 0.0
H -3.5091 -5.4097 -1.1865 -0.1 0.0 0.0
H -4.1226 -4.5230 -2.5953 0.1 0.1 -0.1
H -1.9148 -3.2960 -2.7109 0.1 0.0 0.0
H -0.3832 -3.9024 -1.0757 -0.1 0.0 0.1
C 0.3228 -9.8793 -5.7929 0.0 0.0 0.0
C -0.1648 -8.6842 -5.2833 0.0 0.0 0.0
C 0.0229 -8.3833 -3.9413 0.0 0.0 0.0
C 0.6935 -9.2635 -3.1042 0.0 0.0 0.0
C 1.1809 -10.4564 -3.6185 0.0 0.0 0.0
C 0.9948 -10.7627 -4.9597 0.0 0.0 0.0
H 0.1860 -10.1180 -6.8391 0.0 0.0 0.0
H -0.6757 -7.9884 -5.9389 0.0 0.0 0.0
H -0.3376 -7.4386 -3.5435 0.1 0.0 0.0
H 0.8423 -9.0224 -2.0596 0.0 0.0 0.0
H 1.7090 -11.1462 -2.9740 0.0 0.0 0.0
H 1.3785 -11.6924 -5.3582 0.0 0.0 0.0
C 0.2772 0.4385 4.2006 0.0 0.0 0.0
C -0.2419 -0.1147 3.0382 0.0 0.1 0.0
C -0.3447 -1.4924 2.9109 0.0 0.0 0.0
C 0.0642 -2.3198 3.9480 0.0 0.0 0.0
C 0.5790 -1.7668 5.1123 0.0 0.0 0.0
C 0.6874 -0.3882 5.2374 0.0 0.0 0.0
H 0.3645 1.5135 4.2972 0.0 0.0 0.0
H -0.5574 0.5334 2.2301 0.0 0.0 0.0
H -0.7356 -1.9169 1.9954 0.0 0.0 0.1
H -0.0160 -3.3953 3.8506 0.0 0.0 0.0
H 0.8986 -2.4097 5.9221 0.0 0.0 0.0
H 1.0936 0.0418 6.1438 0.0 0.0 0.0
C -0.5095 4.6430 0.2283 0.0 0.0 0.0
C -1.5320 4.3315 1.1146 0.0 0.0 0.0
C -2.0788 3.0561 1.1219 0.0 0.0 0.1
C -1.5950 2.0905 0.2494 0.0 0.0 0.0
C -0.5784 2.4037 -0.6417 0.0 0.0 0.0
C -0.0378 3.6822 -0.6548 0.0 0.0 0.0
H -0.0756 5.6344 0.2339 0.0 0.0 0.0
H -1.8877 5.0779 1.8130 0.0 0.0 0.0
H -2.8661 2.8085 1.8226 0.0 0.0 0.0
H -2.0022 1.0865 0.2766 0.0 0.0 0.0
H -0.1932 1.6467 -1.3147 0.0 0.0 0.0
H 0.7644 3.9242 -1.3407 0.0 0.0 0.0
C 2.6586 2.2242 -2.9963 0.0 0.0 0.0
C 3.1585 2.2252 -1.7011 0.0 0.0 0.0
C 4.5300 2.2206 -1.4862 0.0 0.0 0.0
C 5.4003 2.2128 -2.5673 0.0 0.0 0.0
C 4.9004 2.2114 -3.8625 0.0 0.0 0.0
C 3.5292 2.2182 -4.0778 0.0 0.0 0.0
H 1.5881 2.2377 -3.1652 0.0 0.0 0.0
H 2.4793 2.2365 -0.8575 0.0 0.0 0.0
H 4.9195 2.2271 -0.4764 0.0 0.0 0.0
H 6.4698 2.2128 -2.4007 0.0 0.0 0.0
H 5.5802 2.2112 -4.7047 0.0 0.0 0.0
H 3.1400 2.2253 -5.0879 0.0 0.0 0.0
C 0.8563 4.5727 3.8020 0.0 0.0 0.0
C 1.5588 5.5500 3.1105 0.0 0.0 0.0
C 2.1202 6.6182 3.7960 0.0 0.0 0.0
C 1.9787 6.7104 5.1740 0.0 0.0 0.0
C 1.2762 5.7335 5.8660 0.0 0.0 0.0
C 0.7153 4.6647 5.1800 0.0 0.0 0.0
H 0.4168 3.7418 3.2633 0.0 0.0 0.0
H 1.6724 5.4743 2.0367 0.0 0.0 0.0
H 2.6706 7.3789 3.2568 0.0 0.0 0.0
H 2.4200 7.5425 5.7079 0.0 0.0 0.0
H 1.1667 5.8048 6.9406 0.0 0.0 0.0
H 0.1660 3.9042 5.7214 0.0 0.0 0.0
C 2.5392 10.5409 4.4789 0.0 0.0 0.0
C 3.2457 11.5146 3.7864 0.0 0.0 0.0
C 3.8072 12.5829 4.4718 0.0 0.0 0.0
C 3.6615 12.6781 5.8489 0.0 0.0 0.0
C 2.9543 11.7050 6.5414 0.0 0.0 0.0
C 2.3929 10.6367 5.8557 0.0 0.0 0.0
H 2.0970 9.7090 3.9449 0.0 0.0 0.0
H 3.3590 11.4410 2.7123 0.0 0.0 0.0
H 4.3580 13.3427 3.9323 0.0 0.0 0.0
H 4.0991 13.5116 6.3829 0.0 0.0 0.0
H 2.8399 11.7799 7.6151 0.0 0.0 0.0
H 1.8356 9.8809 6.3951 0.0 0.0 0.0
```
Forces are in eV/Å.

no.,HOMO (eV),HOMO-LUMO gap (Ha),LUMO energy (eV)
1,-7.25,0.2250,-1.12
2,-10.22,0.2660,-2.98